#one
C4H5NO2 | ωB97M-V/def2-TZVPD

Each atom is followed by the atoms it is bonded to, with distances in Å.
CARTESIAN COORDINATES (ANGSTROEM)
1 O -0.696 1.865 0.016  C2 1.208
2 C -1.017 0.975 0.768  O1 1.208, C3 1.496, H8 1.106
3 C -0.319 -0.347 0.831  C2 1.496, C4 1.509, N5 1.444, H9 1.089
4 C -0.336 -1.194 -0.418  C3 1.509, N5 1.429, H10 1.088, H11 1.086
5 N 0.863 -0.559 0.029  C3 1.444, C4 1.429, C6 1.405
6 C 1.452 0.447 -0.754  N5 1.405, O7 1.204, H12 1.101
7 O 1.486 0.407 -1.957  C6 1.204
8 H -1.871 1.094 1.461  C2 1.106
9 H -0.345 -0.848 1.798  C3 1.089
10 H -0.800 -0.777 -1.310  C4 1.088
11 H -0.377 -2.275 -0.316  C4 1.086
12 H 1.961 1.212 -0.148  C6 1.101

Output
HOMO-LUMO gap in eV: 10.44
Net charge: 0
LUMO energy in eV: 0.4
HOMO in eV: -10.005
Structure (SMILES): O=C[C@H]1CN1C=O

Löwdin atomic charge list, values in e, 4 entries: 0.070 -0.199 -0.200 -0.054

#two
C4H5NO2 | ωB97M-V/def2-TZVPD

Each atom is followed by the atoms it is bonded to, with distances in Å.
CARTESIAN COORDINATES (ANGSTROEM)
1 O 0.498 -1.707 1.858  C2 1.203
2 C 0.305 -0.939 0.952  O1 1.203, N3 1.412, C7 1.515
3 N -0.358 -1.258 -0.253  C2 1.412, C4 1.466, H8 1.010
4 C -0.739 -0.029 -0.957  N3 1.466, C5 1.524, H9 1.095, H10 1.094
5 C -0.005 1.101 -0.245  C4 1.524, O6 1.427, C7 1.454, H11 1.086
6 O -0.370 1.376 1.107  C5 1.427, C7 1.423
7 C 0.733 0.511 0.860  C2 1.515, C5 1.454, O6 1.423, H12 1.084
8 H 0.251 -1.861 -0.788  N3 1.010
9 H -1.828 0.075 -0.938  C4 1.095
10 H -0.417 -0.057 -2.002  C4 1.094
11 H 0.336 1.969 -0.802  C5 1.086
12 H 1.751 0.774 1.124  C7 1.084

Output
HOMO-LUMO gap in eV: 10.44
Net charge: 0
LUMO energy in eV: 0.7
HOMO in eV: -9.743
Structure (SMILES): O=C1NC[C@H]2O[C@@H]12

Löwdin atomic charge list, values in e, 4 entries: 0.120 -0.400 0.059 -0.121

#three
C4H5NO2 | ωB97M-V/def2-TZVPD

Each atom is followed by the atoms it is bonded to, with distances in Å.
CARTESIAN COORDINATES (ANGSTROEM)
1 C -2.139 1.581 -0.151  C2 1.184, H8 1.010
2 C -1.644 0.540 0.117  C1 1.184, C3 1.428
3 C -1.253 -0.822 -0.050  C2 1.428, O4 1.228, N5 1.347
4 O -2.092 -1.713 0.044  C3 1.228
5 N 0.059 -0.978 -0.314  C3 1.347, O6 1.314, H9 1.042
6 O 0.924 -0.055 -0.673  N5 1.314, C7 1.444
7 C 1.943 0.186 0.321  O6 1.444, H10 1.082, H11 1.129, H12 1.103
8 H -2.618 2.421 -0.443  C1 1.010
9 H 0.435 -1.949 -0.283  N5 1.042
10 H 2.595 -0.673 0.226  C7 1.082
11 H 2.411 1.141 -0.055  C7 1.129
12 H 1.380 0.320 1.260  C7 1.103

Output
HOMO-LUMO gap in eV: 10.56
Net charge: 0
LUMO energy in eV: 0.8
HOMO in eV: -9.755
Structure (SMILES): C#CC(=O)NOC

Löwdin atomic charge list, values in e, 4 entries: 0.178 -0.017 -0.507 0.068

It is #two that is the most stable of them.

#one
C4H10S | ωB97M-V/def2-TZVPD

Each atom is followed by the atoms it is bonded to, with distances in Å.
CARTESIAN COORDINATES (ANGSTROEM)
1 C 2.044 -0.323 0.942  C2 1.321, H3 1.078, H4 1.078
2 C 2.124 -0.580 -0.352  C1 1.321, H5 1.088, H6 1.078
3 H 1.356 -0.877 1.559  C1 1.078
4 H 2.716 0.350 1.448  C1 1.078
5 H 1.439 -1.291 -0.811  C2 1.088
6 H 2.872 -0.109 -0.968  C2 1.078
7 C -1.322 0.391 1.159  S8 1.814, H10 1.091, H11 1.086, H12 1.094
8 S -1.216 1.502 -0.271  C7 1.814, C9 1.807
9 C -1.458 0.280 -1.581  S8 1.807, H13 1.090, H14 1.088, H15 1.088
10 H -1.092 -0.660 0.977  C7 1.091
11 H -0.684 0.755 1.959  C7 1.086
12 H -2.352 0.425 1.529  C7 1.094
13 H -1.149 0.729 -2.525  C9 1.090
14 H -2.497 -0.032 -1.650  C9 1.088
15 H -0.782 -0.558 -1.417  C9 1.088

Output
HOMO-LUMO gap in eV: 9.45
Net charge: 0
LUMO energy in eV: 1.1
HOMO in eV: -8.381
Structure (SMILES): C=C.CSC

Löwdin atomic charge list, values in e, 4 entries: -0.085 -0.075 0.038 0.049

#two
C4H10S | ωB97M-V/def2-TZVPD

Each atom is followed by the atoms it is bonded to, with distances in Å.
CARTESIAN COORDINATES (ANGSTROEM)
1 C -1.830 -0.860 -2.089  C2 1.520, H6 1.090, H7 1.091, H8 1.090
2 C -1.320 -0.828 -0.658  C1 1.520, C3 1.536, H9 1.091, H10 1.100
3 C -0.501 0.438 -0.371  C2 1.536, C4 1.529, H11 1.089, H12 1.098
4 C 0.079 0.469 1.043  C3 1.529, S5 1.815, H13 1.086, H14 1.087
5 S 1.883 0.294 1.142  C4 1.815, H15 1.340
6 H -1.028 -0.857 -2.828  C1 1.090
7 H -2.396 0.049 -2.300  C1 1.091
8 H -2.464 -1.723 -2.292  C1 1.090
9 H -2.185 -0.861 0.007  C2 1.091
10 H -0.707 -1.706 -0.407  C2 1.100
11 H 0.241 0.546 -1.161  C3 1.089
12 H -1.198 1.280 -0.478  C3 1.098
13 H -0.212 1.374 1.569  C4 1.086
14 H -0.281 -0.390 1.604  C4 1.087
15 H 2.215 1.540 0.776  S5 1.340

Output
HOMO-LUMO gap in eV: 10.05
Net charge: 0
LUMO energy in eV: 1.1
HOMO in eV: -8.998
Structure (SMILES): CCCCS

Löwdin atomic charge list, values in e, 4 entries: -0.122 -0.287 -0.297 -0.578

It is #two that is the most stable of them.

#one
C4H10S | ωB97M-V/def2-TZVPD

Each atom is followed by the atoms it is bonded to, with distances in Å.
CARTESIAN COORDINATES (ANGSTROEM)
1 C 0.608 -3.931 3.994  C2 1.332, H3 1.094, H4 1.082
2 C 0.697 -3.042 3.007  C1 1.332, H5 1.092, H6 1.082
3 H 0.847 -3.369 4.903  C1 1.094
4 H 0.040 -4.850 3.941  C1 1.082
5 H 1.468 -2.275 3.094  C2 1.092
6 H 0.085 -3.054 2.114  C2 1.082
7 C -1.194 2.016 -1.817  C8 1.533, H10 1.083, H11 1.093, H12 1.105
8 C 0.093 1.910 -2.644  C7 1.533, S9 1.814, H13 1.084, H14 1.094
9 S 0.363 3.307 -3.768  C8 1.814, H15 1.354
10 H -1.305 1.186 -1.131  C7 1.083
11 H -2.100 2.103 -2.421  C7 1.093
12 H -1.248 2.959 -1.244  C7 1.105
13 H 0.920 1.826 -1.949  C8 1.084
14 H 0.023 1.020 -3.276  C8 1.094
15 H 0.704 4.193 -2.803  S9 1.354

Output
HOMO-LUMO gap in eV: 9.94
Net charge: 0
LUMO energy in eV: 0.9
HOMO in eV: -9.076
Structure (SMILES): C=C.CCS

Löwdin atomic charge list, values in e, 4 entries: -0.087 -0.096 0.051 0.044

#two
C4H10S | ωB97M-V/def2-TZVPD

Each atom is followed by the atoms it is bonded to, with distances in Å.
CARTESIAN COORDINATES (ANGSTROEM)
1 C 2.635 -0.274 -2.800  C2 1.348, H3 1.092, H4 1.071
2 C 3.393 0.085 -1.745  C1 1.348, H5 1.082, H6 1.117
3 H 2.358 0.528 -3.487  C1 1.092
4 H 2.171 -1.239 -2.841  C1 1.071
5 H 3.508 1.090 -1.361  C2 1.082
6 H 3.783 -0.747 -1.108  C2 1.117
7 C -2.686 -0.153 1.790  S8 1.858, H10 1.087, H11 1.076, H12 1.188
8 S -1.374 0.660 0.755  C7 1.858, C9 1.817
9 C -0.182 -0.711 0.811  S8 1.817, H13 1.089, H14 1.077, H15 1.108
10 H -2.945 -1.162 1.479  C7 1.087
11 H -2.464 -0.088 2.841  C7 1.076
12 H -3.697 0.427 1.562  C7 1.188
13 H -0.400 -1.144 1.786  C9 1.089
14 H 0.853 -0.480 0.628  C9 1.077
15 H -0.557 -1.444 0.069  C9 1.108

Output
HOMO-LUMO gap in eV: 9.54
Net charge: 0
LUMO energy in eV: 1.1
HOMO in eV: -8.488
Structure (SMILES): C=C.CSC

Löwdin atomic charge list, values in e, 4 entries: -0.080 -0.091 0.045 0.038

It is #one that is the most stable of them.